Computed, not measured: a cluster of 11 separate species, C14H50N10O11 in total at a distorted geometry, with the ωB97M-V functional and the def2-TZVPD basis.

Its SMILES is NC(N)=O.NC(N)=O.NC(N)=O.NC(N)=O.NC(N)=O.CCO.CCO.CCO.CO.CO.CO. The total energy is -1938.45803 hartree. The calculation puts the HOMO-LUMO gap at 9.499 eV. The highest occupied orbital energy is -9.52 eV. Its LUMO energy is -0.02 eV.

```
85
C14H50N10O11 | OMol25 | the ωB97M-V functional and the def2-TZVPD basis
C 4.95967 -1.77938 1.18855
C 3.89236 -0.64687 0.92704
O 3.06801 -0.29333 2.08447
H 5.47107 -1.56369 2.10972
H 5.70873 -1.73286 0.34451
H 4.53265 -2.80870 1.23643
H 3.16123 -0.93015 0.14314
H 4.41191 0.26239 0.56963
H 2.42082 0.33659 1.84983
C 0.42357 -2.07003 -0.63957
C 0.06572 -0.77292 0.02234
O 0.37218 0.38243 -0.71076
H 1.47583 -2.23740 -0.63669
H 0.03027 -2.03228 -1.69746
H -0.01313 -2.86201 -0.09521
H 0.44556 -0.83096 1.03523
H -1.01258 -0.69134 0.11517
H -0.36378 1.00525 -0.55547
C -2.87769 -1.65213 -2.27053
C -3.11143 -2.73740 -1.16381
O -4.12413 -2.32742 -0.31417
H -3.66459 -1.34186 -2.88240
H -2.12092 -2.04605 -2.94777
H -2.44702 -0.80132 -1.78414
H -2.19538 -2.80705 -0.53202
H -3.35403 -3.71761 -1.60650
H -4.03394 -2.92700 0.45604
C -0.28983 4.59676 -0.86410
O -1.17161 5.54044 -1.23328
N 0.59668 4.05362 -1.63215
N -0.29590 3.99726 0.27534
H 0.65818 4.36055 -2.69267
H 1.31586 3.37897 -1.36586
H -1.06808 4.32679 0.94709
H 0.40017 3.28570 0.69414
C -2.72872 -3.55369 2.51480
O -2.26208 -4.76282 2.98442
N -4.04249 -3.28471 2.49541
N -2.06356 -2.53887 2.07620
H -4.64854 -3.99841 2.95645
H -4.44599 -2.38307 2.34195
H -1.05311 -2.60181 2.09030
H -2.41312 -1.67094 1.89700
C 2.55257 2.73989 0.43639
O 3.41564 3.73490 0.95993
N 1.53471 2.16582 1.02781
N 2.54934 2.42252 -0.82025
H 1.29883 2.32962 1.98429
H 0.98503 1.42355 0.49579
H 3.37571 2.81905 -1.36525
H 2.18201 1.45682 -1.13955
C -2.73430 1.52454 0.46239
O -3.07231 2.24632 1.60210
N -3.43356 0.50760 0.12600
N -1.85136 1.86948 -0.44339
H -4.02206 0.04297 0.85050
H -3.30392 -0.03614 -0.71496
H -1.39249 2.76555 -0.27180
H -1.80887 1.42240 -1.39213
C -0.84663 1.16446 -3.72094
O -0.74180 0.05125 -4.52290
N 0.14057 1.93861 -3.33253
N -1.97046 1.49793 -3.19478
H 1.07118 1.57981 -3.43428
H 0.02541 2.58592 -2.45279
H -2.75582 0.91823 -3.54938
H -2.16586 2.50704 -3.13302
C 2.36643 -0.43276 -3.14773
O 2.67442 0.92991 -3.40367
H 1.44168 -0.59343 -2.63631
H 3.12118 -1.03139 -2.59128
H 2.29733 -0.91512 -4.15773
H 3.43443 1.02547 -3.99337
C -0.61787 1.94117 4.01735
O 0.25335 1.13670 3.28330
H -0.62549 2.94466 3.68700
H -0.09864 1.99630 4.96631
H -1.55659 1.50108 4.19905
H 0.47826 0.32130 3.79102
C 1.89394 -3.45129 2.07669
O 0.62957 -2.90690 2.55499
H 1.87855 -4.45245 1.59576
H 2.43828 -3.67724 2.95242
H 2.45019 -2.84885 1.34382
H 0.90055 -2.28797 3.27449
```

***

Computed, not measured: a cluster of 11 separate species, C14H50O11 in total at a distorted geometry, with the ωB97M-V functional and the def2-TZVPD basis.

The total energy is -1390.50082 hartree. The calculation puts the HOMO-LUMO gap (alpha / beta) at 8.924 / 2.476 eV. The highest occupied orbital energy (alpha / beta) is -11.68 / -11.60 eV. The net charge is +1. Its LUMO energy (alpha / beta) is -2.76 / -9.13 eV. Its spin multiplicity is 2. The expectation value of S² is 0.75.

```
75
C14H50O11 | OMol25 | the ωB97M-V functional and the def2-TZVPD basis
C -3.74144 1.75619 -2.49763
C -3.42318 0.32996 -2.84071
O -3.05113 -0.41430 -1.74777
H -4.70927 1.90991 -2.02035
H -3.80174 2.31218 -3.43322
H -3.03392 2.20352 -1.79949
H -2.53414 0.28412 -3.46969
H -4.15798 -0.21467 -3.43362
H -3.02589 -1.33947 -2.00278
C 5.17207 -0.51482 -0.66878
C 3.78902 -0.49953 -0.09099
O 3.20986 0.78204 0.04813
H 5.13254 -0.23775 -1.72224
H 5.60612 -1.51466 -0.66685
H 5.85800 0.15180 -0.14606
H 3.68813 -1.07654 0.82824
H 3.06415 -0.98855 -0.74177
H 3.00367 1.17634 -0.80252
C -0.00517 2.36800 -2.94603
C 1.16442 1.69073 -3.63981
O 2.15034 1.18001 -2.76019
H -0.72518 2.61636 -3.72577
H 0.21569 3.31009 -2.44425
H -0.51212 1.64873 -2.30280
H 1.74435 2.40471 -4.22464
H 0.79710 1.01231 -4.40984
H 2.61701 0.45365 -3.18000
C 0.12960 3.72935 1.21601
O 0.51030 4.87038 1.93472
H -0.83193 3.91949 0.73914
H 0.92990 3.37724 0.56513
H -0.08507 2.88510 1.87118
H 1.46101 5.00279 1.91946
C -0.18994 0.30586 0.27859
O -0.10842 -1.06334 0.64391
H -0.00281 0.86817 1.19342
H 0.60688 0.62477 -0.39334
H -1.18627 0.58070 -0.06765
H -0.19134 -1.58413 -0.15828
C 2.58573 1.88383 3.30037
O 3.51936 0.87762 2.97191
H 2.94169 2.85517 2.95703
H 1.59810 1.65160 2.90190
H 2.56736 1.99454 4.38457
H 3.44830 0.74909 2.02321
C 1.73560 -1.69277 3.35545
O 0.60532 -2.37851 2.76074
H 1.88680 -2.10705 4.35226
H 2.58670 -1.91641 2.71225
H 1.58207 -0.61380 3.37463
H 0.33427 -1.84749 2.00831
C -2.32183 -0.83097 2.88345
O -3.52988 -0.17877 3.00216
H -2.32766 -1.36528 1.93341
H -1.54562 -0.07174 2.78770
H -2.12037 -1.48045 3.73534
H -3.72660 0.34372 2.22120
C -5.66467 0.20009 0.35739
O -4.34191 0.65494 0.48274
H -6.34716 0.99244 0.66475
H -6.01660 -0.07161 -0.63782
H -5.86132 -0.59285 1.07897
H -3.92027 0.28311 -0.29543
C 1.35485 -5.05959 0.75150
O 1.04389 -5.12702 2.14648
H 1.11486 -4.05809 0.39443
H 2.39207 -5.35189 0.58772
H 0.75154 -5.78175 0.20140
H 0.82965 -4.22809 2.40653
C 0.12932 -1.75187 -2.55763
O -0.52448 -2.60646 -1.67397
H -0.35336 -0.81877 -2.84823
H 1.07708 -1.43724 -2.12075
H 0.27277 -2.42734 -3.40098
H -1.28880 -2.99709 -2.10388
```